No. 1
# C20H27FN2O3S

C20H27FN2O3S as an isolated structure at a distorted geometry (ωB97M-V/def2-TZVPD, OMol25).

Energy relative to the best compared isomer or geometry (same formula, charge and spin) = 23.7857 eV
2S+1 = 1
Gap between HOMO and LUMO = 7.684 eV

Cartesian coordinates (Å):
C -0.19 1.60 -3.03
H -1.32 1.65 -2.63
H -0.20 2.56 -3.45
H -0.18 0.87 -3.86
C 0.68 1.60 -2.10
C 0.45 2.43 -0.91
H 0.71 3.46 -1.23
H 0.84 2.24 -0.03
H -0.76 2.22 -0.68
C 2.23 1.58 -2.39
H 2.50 2.28 -2.78
C 2.91 1.01 -1.22
C 2.01 0.32 -0.58
O 2.12 -0.41 0.69
C 0.82 -0.02 -1.55
C -0.15 -0.75 -0.87
H -1.08 -0.49 -1.52
H -0.40 -0.32 0.11
S -0.19 -2.58 -0.63
O 1.43 -2.96 -0.67
O -0.96 -3.16 -1.79
N -0.49 -3.18 0.80
C -2.05 -3.16 1.04
H -2.13 -3.98 1.72
C -2.87 -1.84 1.46
N -1.67 -1.08 2.46
C -1.33 0.42 2.29
C -0.24 0.70 2.74
C 0.19 2.16 2.65
C -0.94 3.05 2.38
C -2.32 2.42 2.02
C -2.51 1.16 1.91
H -3.42 0.73 1.84
H -3.01 3.27 1.67
F -0.76 4.39 2.26
H 0.95 2.44 3.04
H 0.55 0.21 2.82
C -0.49 -2.08 3.15
H -0.08 -1.58 3.75
C 0.26 -2.88 1.94
H 0.75 -3.54 2.44
H 1.22 -2.21 1.66
H -1.21 -2.81 3.44
H -2.74 -0.96 0.63
H -3.57 -2.02 1.99
H -2.55 -3.14 0.09
C 1.60 -0.63 -2.63
H 2.20 -1.41 -2.28
H 0.65 -1.22 -3.33
C 2.46 0.22 -3.41
H 1.93 0.57 -4.34
H 3.36 0.04 -3.47
H 2.98 2.03 -0.34
H 4.04 0.77 -1.24

***

No. 2
# C78H101F9O12

A 13-piece molecular cluster, C78H101F9O12 overall at a distorted geometry (ωB97M-V/def2-TZVPD, OMol25).

2S+1 = 1
Gap between HOMO and LUMO = 9.391 eV

Cartesian coordinates (Å):
C -5.22 3.16 -1.52
O -3.87 3.54 -1.46
C -2.83 2.76 -2.03
C -3.09 2.38 -3.50
O -3.36 3.61 -4.25
C -3.53 3.40 -5.64
C -3.52 4.71 -6.37
O -2.30 5.47 -6.20
C -2.58 6.86 -6.53
H -5.22 2.15 -1.11
H -5.57 3.15 -2.55
H -5.90 3.66 -0.82
H -2.80 1.82 -1.47
H -1.90 3.30 -1.88
H -3.84 1.59 -3.53
H -2.18 1.94 -3.90
H -4.46 2.88 -5.86
H -2.70 2.82 -6.06
H -4.33 5.30 -5.94
H -3.66 4.46 -7.43
H -2.87 6.93 -7.58
H -1.63 7.39 -6.55
H -3.27 7.27 -5.80
C 7.40 -0.01 3.92
O 6.84 -0.55 2.74
C 7.80 -0.88 1.75
C 7.05 -0.98 0.38
O 6.36 -2.25 0.28
C 5.30 -2.21 -0.67
C 4.53 -3.47 -0.49
O 3.62 -3.51 -1.62
C 2.60 -4.49 -1.58
H 8.09 -0.66 4.46
H 6.56 0.06 4.61
H 7.80 1.00 3.81
H 8.20 -1.86 1.98
H 8.57 -0.12 1.62
H 7.77 -0.87 -0.43
H 6.45 -0.10 0.17
H 5.59 -2.13 -1.72
H 4.73 -1.29 -0.53
H 4.04 -3.59 0.47
H 5.22 -4.31 -0.59
H 2.07 -4.47 -2.53
H 1.79 -4.33 -0.87
H 3.00 -5.49 -1.44
C -6.69 -1.49 -1.68
O -5.34 -1.96 -1.72
C -4.40 -1.12 -0.93
C -3.26 -2.03 -0.59
O -2.70 -2.74 -1.71
C -1.48 -3.47 -1.46
C -0.84 -4.04 -2.76
O -0.39 -5.29 -2.40
C -0.04 -6.12 -3.45
H -7.33 -2.29 -2.05
H -6.78 -0.54 -2.20
H -7.01 -1.35 -0.64
H -4.89 -0.86 0.01
H -4.11 -0.24 -1.50
H -3.55 -2.72 0.20
H -2.41 -1.47 -0.18
H -1.68 -4.26 -0.73
H -0.76 -2.75 -1.09
H 0.03 -3.48 -3.11
H -1.50 -4.02 -3.63
H 0.19 -7.05 -2.94
H 0.82 -5.80 -4.05
H -0.90 -6.43 -4.04
C -1.26 -1.04 3.79
O -0.82 -0.77 2.52
C -0.81 0.58 2.10
C -0.03 0.62 0.76
O 1.35 0.28 0.95
C 2.18 0.48 -0.19
C 1.96 -0.43 -1.41
O 0.75 -0.14 -2.16
C 0.72 1.06 -2.94
H -2.31 -0.81 3.94
H -0.58 -0.72 4.58
H -1.29 -2.13 3.87
H -0.36 1.27 2.80
H -1.88 0.75 2.02
H -0.03 1.59 0.26
H -0.46 -0.08 0.04
H 3.19 0.28 0.16
H 2.18 1.48 -0.62
H 1.95 -1.42 -0.96
H 2.84 -0.40 -2.04
H -0.03 1.04 -3.73
H 1.64 1.19 -3.50
H 0.61 1.97 -2.34
F 2.56 3.80 -3.43
C 2.80 5.14 -3.28
C 3.04 5.64 -2.02
C 3.08 7.00 -1.86
C 2.96 7.84 -2.98
C 2.79 7.34 -4.25
C 2.65 5.99 -4.38
H 3.13 4.98 -1.16
H 3.31 7.52 -0.94
H 3.05 8.89 -2.75
H 2.76 8.04 -5.07
H 2.51 5.67 -5.41
F 1.05 4.70 5.32
C 1.82 3.59 5.25
C 1.83 2.82 4.06
C 2.63 1.64 3.99
C 3.32 1.27 5.18
C 3.37 2.07 6.31
C 2.65 3.24 6.33
H 1.42 3.22 3.15
H 2.71 1.15 3.03
H 4.00 0.43 5.13
H 3.93 1.86 7.21
H 2.78 3.84 7.22
F -0.59 -4.77 1.65
C -1.79 -5.27 1.99
C -2.72 -4.34 2.37
C -4.04 -4.70 2.64
C -4.37 -6.03 2.50
C -3.47 -6.99 2.04
C -2.15 -6.63 1.72
H -2.41 -3.31 2.44
H -4.83 -4.03 2.91
H -5.33 -6.31 2.90
H -3.80 -8.02 1.96
H -1.43 -7.30 1.26
F -2.31 0.34 -6.03
C -0.99 0.09 -6.08
C -0.52 -0.96 -5.35
C 0.84 -1.36 -5.36
C 1.73 -0.73 -6.20
C 1.31 0.44 -6.83
C -0.03 0.86 -6.77
H -1.22 -1.52 -4.75
H 1.14 -2.19 -4.75
H 2.75 -1.08 -6.18
H 1.93 1.10 -7.43
H -0.23 1.72 -7.40
F -4.22 0.71 1.78
C -5.49 0.37 2.19
C -6.56 1.32 2.08
C -7.75 1.00 2.70
C -8.05 -0.30 3.05
C -6.98 -1.19 3.24
C -5.70 -0.84 2.82
H -6.33 2.26 1.60
H -8.57 1.70 2.77
H -9.01 -0.64 3.40
H -7.13 -2.18 3.63
H -4.91 -1.57 2.86
F -2.54 3.91 3.09
C -1.64 4.47 2.26
C -0.82 5.53 2.74
C 0.12 6.03 1.87
C 0.29 5.55 0.59
C -0.52 4.52 0.17
C -1.51 3.94 0.99
H -0.90 5.84 3.77
H 0.79 6.81 2.20
H 1.04 5.96 -0.07
H -0.36 4.10 -0.82
H -2.17 3.14 0.69
F -2.59 -2.83 5.98
C -3.39 -3.94 5.99
C -2.81 -5.21 6.03
C -3.65 -6.32 6.12
C -5.02 -6.12 6.22
C -5.60 -4.85 6.09
C -4.75 -3.77 6.05
H -1.73 -5.26 5.93
H -3.26 -7.31 6.31
H -5.66 -6.97 6.38
H -6.64 -4.79 6.36
H -5.24 -2.81 6.13
F 5.13 0.54 -4.46
C 5.86 1.24 -3.55
C 7.22 1.10 -3.43
C 7.91 1.78 -2.48
C 7.19 2.62 -1.64
C 5.81 2.78 -1.72
C 5.15 2.08 -2.68
H 7.76 0.37 -4.02
H 8.96 1.59 -2.30
H 7.75 3.24 -0.96
H 5.24 3.41 -1.05
H 4.07 2.02 -2.67
F 1.54 -4.38 6.14
C 2.08 -3.68 5.11
C 1.54 -3.82 3.82
C 2.19 -3.17 2.75
C 3.32 -2.39 3.02
C 3.87 -2.30 4.31
C 3.19 -2.92 5.35
H 0.71 -4.51 3.74
H 1.85 -3.23 1.73
H 3.75 -1.87 2.18
H 4.79 -1.74 4.36
H 3.55 -2.87 6.37

***

No. 3
# C29H22AsCl2N6O3SSeSn

C29H22AsCl2N6O3SSeSn as an isolated structure (ωB97M-V/def2-TZVPD, OMol25).

Energy relative to the best compared isomer or geometry (same formula, charge and spin) = 0.0000 eV
2S+1 = 2
⟨S²⟩ = 0.79
Gap between HOMO and LUMO (alpha / beta) = 7.861 / 6.284 eV
Charge = +2

Cartesian coordinates (Å):
Sn -0.02 -0.11 -0.18
Se -4.11 6.21 2.53
N -4.15 5.30 1.01
C -3.22 4.37 1.10
C -2.95 3.41 0.04
C -3.64 3.41 -1.18
C -3.32 2.46 -2.13
C -2.34 1.52 -1.83
N -1.68 1.51 -0.68
C -1.97 2.45 0.24
C -1.17 2.44 1.48
N -0.20 1.52 1.57
C 0.55 1.47 2.66
C 0.38 2.35 3.73
C -0.62 3.30 3.65
C -1.41 3.35 2.50
C -2.47 4.34 2.32
N -2.79 5.24 3.21
H -4.41 4.15 -1.35
H -3.83 2.43 -3.08
H -2.08 0.75 -2.54
H 1.32 0.70 2.69
H 1.01 2.27 4.60
H -0.80 4.00 4.45
Cl -0.65 -6.24 5.06
C -0.81 -4.82 4.15
C -2.07 -4.39 3.74
C -2.19 -3.25 3.01
Cl -3.72 -2.69 2.51
C -1.02 -2.44 2.62
O -1.15 -1.41 1.95
C 0.27 -2.93 3.09
C 1.54 -2.21 2.83
O 1.66 -1.21 2.16
C 0.35 -4.08 3.82
H -2.95 -4.97 4.00
H 2.42 -2.68 3.29
H 1.31 -4.43 4.18
C 2.75 2.09 -3.62
As 2.48 2.27 -1.73
C 4.04 1.65 -0.83
C 2.20 4.11 -1.31
O 1.13 1.38 -1.27
H 3.60 2.69 -3.93
H 1.85 2.43 -4.13
H 2.94 1.04 -3.85
H 4.91 2.20 -1.17
H 4.17 0.59 -1.04
H 3.91 1.79 0.24
H 3.03 4.71 -1.68
H 2.13 4.21 -0.23
H 1.27 4.44 -1.78
S -3.88 -2.46 -1.30
C -2.61 -1.64 -1.19
N -0.44 -4.26 -7.31
C -0.26 -3.68 -6.33
C -0.05 -2.95 -5.11
C 0.14 -3.63 -3.91
C 0.32 -2.88 -2.76
N 0.34 -1.55 -2.75
C 0.17 -0.91 -3.90
C -0.03 -1.56 -5.11
H 0.14 -4.71 -3.88
H 0.46 -3.37 -1.80
H 0.19 0.17 -3.86
H -0.17 -1.01 -6.03

***

No. 4
# C2H9NO4

A 3-piece molecular cluster, C2H9NO4 overall (ωB97M-V/def2-TZVPD, OMol25).

Energy relative to the best compared isomer or geometry (same formula, charge and spin) = 0.5258 eV
2S+1 = 1
Gap between HOMO and LUMO = 10.115 eV
Structure (SMILES) = NCC(=O)O.O.O

Cartesian coordinates (Å):
N 2.74 -1.56 0.49
C 1.43 -1.74 -0.13
C 0.55 -0.54 0.03
O 0.24 -0.10 1.11
O 0.06 -0.08 -1.13
H 3.41 -1.16 -0.14
H 2.66 -1.08 1.37
H 0.93 -2.56 0.39
H 1.56 -2.04 -1.17
H -0.73 0.47 -1.06
O -0.05 3.13 1.14
H 0.29 2.22 1.07
H -0.33 3.19 2.07
O -3.85 0.63 -1.36
H -4.44 0.79 -0.61
H -4.48 0.44 -2.07

***

No. 5
# C13H22F9O7S2

A 3-piece molecular cluster, C13H22F9O7S2 overall at a distorted geometry (ωB97M-V/def2-TZVPD, OMol25).

Energy relative to the best compared isomer or geometry (same formula, charge and spin) = 4.1432 eV
2S+1 = 1
Gap between HOMO and LUMO = 9.495 eV
Charge = +1

Cartesian coordinates (Å):
F 3.58 -0.87 2.89
C 3.24 -0.03 1.79
F 4.03 -0.46 0.73
C 1.73 -0.45 1.44
C 1.22 0.14 0.04
S -0.58 0.67 0.13
C -0.57 2.43 0.64
C -1.08 2.55 2.26
C -2.41 1.60 2.62
O -0.91 1.30 3.08
C 3.34 1.46 2.28
F 3.72 1.45 3.64
F 2.04 2.03 2.31
S 4.47 2.65 1.40
F 5.77 1.64 1.42
F 3.98 2.22 -0.12
F 3.24 3.82 1.38
F 4.92 3.31 2.88
F 5.45 3.79 0.70
H 1.02 -0.26 2.31
H 1.78 -1.59 1.31
H 1.27 -0.69 -0.74
H 1.79 1.04 -0.33
H -1.12 -0.18 1.08
H -1.41 3.01 0.14
H 0.43 2.96 0.60
H -1.01 3.60 2.78
H -2.78 0.86 1.84
H -2.70 1.61 3.71
C -3.26 -4.27 -0.78
O -3.26 -5.03 0.43
C -2.76 -4.37 1.49
O -2.34 -3.24 1.49
O -2.82 -5.19 2.55
C -2.33 -4.62 3.76
H -3.68 -4.90 -1.56
H -3.88 -3.38 -0.68
H -2.24 -4.00 -1.06
H -2.91 -3.74 4.04
H -1.27 -4.36 3.66
H -2.43 -5.37 4.54
C -3.02 0.70 -5.67
O -1.98 0.72 -4.69
C -0.77 1.07 -5.18
O -0.52 1.35 -6.32
O 0.11 1.05 -4.16
C 1.44 1.40 -4.53
H -3.94 0.41 -5.17
H -3.16 1.69 -6.10
H -2.80 -0.03 -6.45
H 1.47 2.42 -4.92
H 1.83 0.70 -5.26
H 2.06 1.35 -3.63

***

No. 6
# C22H12BiBr3Cl5N3

C22H12BiBr3Cl5N3 as an isolated structure (ωB97M-V/def2-TZVPD, OMol25).

Energy relative to the best compared isomer or geometry (same formula, charge and spin) = 0.0000 eV
2S+1 = 1
Gap between HOMO and LUMO = 7.490 eV
Charge = +2

Cartesian coordinates (Å):
Bi 0.87 -0.42 1.28
Br -0.49 -6.86 -1.08
C 0.00 -5.18 -0.40
C 0.23 -4.99 0.96
C 0.53 -3.71 1.40
N 0.64 -2.68 0.57
C 0.51 -2.86 -0.76
C 0.15 -4.10 -1.27
C 0.90 -1.72 -1.60
C 1.03 -1.86 -2.98
C 1.59 -0.83 -3.74
Br 1.77 -1.01 -5.60
C 2.04 0.31 -3.07
C 1.88 0.38 -1.71
N 1.29 -0.58 -0.99
H 0.18 -5.81 1.66
H 0.70 -3.51 2.44
H -0.01 -4.25 -2.32
H 0.74 -2.76 -3.48
H 2.52 1.11 -3.61
H 2.25 1.23 -1.16
C 1.28 5.05 -0.90
C 1.04 4.22 0.31
C 1.13 4.76 1.60
C 0.96 3.94 2.70
C 0.76 2.59 2.48
Br 0.54 1.43 3.97
N 0.68 2.05 1.27
C 0.77 2.86 0.21
H 1.09 6.10 -0.70
H 0.68 4.73 -1.74
H 2.33 4.96 -1.18
H 1.32 5.81 1.73
H 1.01 4.33 3.70
H 0.60 2.40 -0.74
Cl -1.41 0.77 -1.35
C -2.15 0.09 0.04
C -1.37 -0.40 1.07
C -2.01 -0.94 2.18
Cl -1.00 -1.57 3.43
C -3.40 -1.01 2.29
Cl -4.14 -1.70 3.66
C -4.17 -0.50 1.23
Cl -5.87 -0.55 1.32
C -3.54 0.04 0.09
Cl -4.48 0.60 -1.22